Entry 1:
C37H35AuGe2N3 as an isolated structure, computed with the ωB97M-V functional and the def2-TZVPD basis.

Element x y z (Å)
C (-2.11532, -3.01763, -1.11594)
H (-4.02820, -0.47331, -1.52974)
C (-0.52658, 1.96903, -2.85280)
H (2.25853, -0.40626, -0.43472)
C (-0.82889, -7.90584, -0.85817)
H (-5.34399, -2.83424, -1.78554)
C (-0.28244, 4.57686, -3.75957)
H (-0.61082, 0.94471, -2.50340)
C (-0.51226, 3.01095, -1.92903)
C (-4.29931, -2.70060, -1.55775)
H (-0.43332, 1.39963, -4.91752)
H (4.21243, 1.77192, -1.46899)
C (-0.91664, 2.36527, 3.89398)
C (-0.18926, -5.84631, -1.91412)
H (-2.74781, 2.98412, 1.51362)
H (-1.77963, 2.91099, 3.51790)
Ge (-0.47941, 0.78742, 2.77885)
N (0.57719, -1.63193, -0.73591)
H (-2.90561, -0.04762, 2.51961)
C (-2.49692, 3.24432, 0.48869)
Ge (-0.63245, 2.79240, 0.03083)
C (-0.86350, -3.63666, -0.94656)
N (-2.33358, -1.65410, -1.17210)
H (1.98642, 0.65918, 3.46064)
H (0.99015, 0.99077, 0.76143)
C (1.15570, -0.04794, 3.48484)
C (1.87192, -1.41116, -0.52650)
H (-3.49624, -4.74680, -1.41714)
H (-1.78116, -1.41271, 2.50833)
C (4.91116, 3.02729, 0.14287)
H (-2.02882, -5.24236, 0.85745)
N (-0.77604, -10.48122, -0.73750)
H (1.01058, -0.37823, 4.51414)
H (1.85714, 2.25468, -1.09498)
H (1.42530, -0.90908, 2.87107)
C (3.18969, 4.21937, 1.35940)
H (3.63991, -2.73631, -0.32937)
Au (-1.07561, -0.29665, -0.24835)
C (-0.85781, -5.11667, -0.93100)
H (5.30272, 4.36651, 1.75224)
H (-2.71284, 4.30081, 0.32738)
C (-1.50028, -7.18549, 0.12983)
H (-0.18018, 5.59563, -4.11198)
C (4.54870, 3.89782, 1.12982)
C (-0.09002, 1.09315, 0.86657)
H (-3.13458, 2.66364, -0.17990)
H (-0.21673, 3.72454, -5.72890)
C (-3.63155, -1.47171, -1.41989)
C (0.37970, -2.99469, -0.80578)
C (-1.51988, -5.80560, 0.08638)
H (0.33019, -7.78628, -2.66196)
H (-0.35427, 5.13870, -1.69271)
H (1.82558, -4.69087, -0.60589)
C (0.80743, 3.90958, 0.82523)
H (-0.07496, 3.05473, 3.95247)
H (-1.99622, -7.71757, 0.93042)
C (-0.80169, -9.33377, -0.79924)
C (0.50084, 4.81613, 1.80903)
C (-0.17847, -7.22730, -1.88861)
C (2.57771, -2.62655, -0.47579)
H (-2.20644, -0.62822, 4.03955)
H (3.58827, 5.58965, 2.97884)
C (3.92044, 2.43874, -0.66654)
H (0.30527, -5.31412, -2.71616)
C (2.81484, 5.13651, 2.36940)
C (-0.30146, 3.52733, -4.66759)
C (-0.38565, 4.31678, -2.40162)
H (-0.53852, 5.05936, 2.00332)
C (-0.42218, 2.22266, -4.21351)
C (-2.00403, -0.45431, 2.98132)
C (1.64537, -3.62940, -0.62216)
C (1.50275, 5.44179, 2.57849)
H (5.95345, 2.78759, -0.02324)
H (-1.14884, 2.01778, 4.90195)
C (2.18091, 3.60604, 0.56436)
C (-3.34953, -3.68065, -1.37235)
H (1.22179, 6.15155, 3.34698)
C (2.59783, 2.71423, -0.45665)

Computed properties:
- 2S+1: 2
- <S²>: 0.755
- ΔE to the lowest compared entry with this formula, charge and spin: 0.407 eV
- E: -5884.66771 a.u.
- Gap between HOMO and LUMO (spin up / spin down): 6.8 / 6.3 eV
- Highest occupied orbital energy (spin up / spin down): -8.026 / -8.027 eV

Want to see where the charge sits? The Löwdin charges in e are:
1 C -0.265
2 H 0.104
3 C -0.127
4 H 0.095
5 C -0.227
6 H 0.096
7 C -0.087
8 H 0.055
9 C -0.299
10 C -0.072
11 H 0.102
12 H 0.104
13 C -0.209
14 C -0.015
15 H -0.003
16 H 0.000
17 Ge 0.732
18 N -0.039
19 H 0.009
20 C -0.195
21 Ge 0.843
22 C -0.036
23 N -0.118
24 H 0.019
25 H -0.041
26 C -0.216
27 C -0.136
28 H 0.110
29 H -0.002
30 C -0.083
31 H 0.129
32 N 0.161
33 H 0.017
34 H 0.085
35 H 0.012
36 C -0.165
37 H 0.097
38 Au 1.008
39 C -0.189
40 H 0.111
41 H 0.023
42 C -0.010
43 H 0.102
44 C -0.038
45 C -0.591
46 H 0.015
47 H 0.100
48 C -0.148
49 C -0.255
50 C -0.012
51 H 0.123
52 H 0.101
53 H 0.108
54 C -0.214
55 H 0.006
56 H 0.123
57 C -0.184
58 C -0.121
59 C -0.010
60 C -0.066
61 H 0.016
62 H 0.111
63 C -0.078
64 H 0.130
65 C -0.037
66 C -0.093
67 C -0.112
68 H 0.097
69 C -0.088
70 C -0.244
71 C -0.016
72 C -0.082
73 H 0.102
74 H 0.019
75 C -0.169
76 C -0.019
77 H 0.104
78 C -0.057

Entry 2:
The molecule C12H12FN, computed with the ωB97M-V functional and the def2-TZVPD basis.

Element x y z (Å)
C (-0.36034, -0.39038, 0.68930)
C (-0.52526, 2.79257, -1.06983)
H (-3.50151, 0.29815, 1.61862)
H (2.41974, 2.47948, -0.09099)
H (2.22517, 1.04788, -1.01455)
C (-0.60820, -1.10782, -0.43706)
H (-1.12409, 0.80494, 2.29845)
C (-1.36132, 0.21602, 1.44896)
C (1.78299, 1.60954, -0.22513)
H (1.25881, -0.78494, 2.13614)
C (0.45478, 2.20578, -0.69215)
H (-3.93042, -0.65039, -0.61467)
H (-1.49997, 3.05570, -1.44149)
H (0.67107, -2.48727, -1.57605)
C (-1.87415, -1.12974, -1.01878)
C (0.70779, -1.50977, -1.06330)
C (1.67006, -1.44477, 0.10840)
H (1.76414, -2.41162, 0.59060)
H (2.67213, 0.84765, 1.42502)
H (0.99987, -0.71266, -1.77944)
H (-2.07693, -1.57854, -1.96589)
C (-2.69573, 0.02082, 0.99363)
C (-2.90763, -0.56206, -0.24546)
F (2.99575, -1.09141, -0.22212)
N (1.72758, 0.90012, 1.05092)
C (1.11568, -0.41730, 1.09686)

Computed properties:
- ΔE to the lowest compared entry with this formula, charge and spin: 0.000 eV
- E: -619.00396 a.u.
- Gap between HOMO and LUMO: 9.8 eV
- SMILES string: C#CCN[C@H]1c2ccccc2C[C@H]1F
- Highest occupied orbital energy: -9.035 eV

Want to see where the charge sits? The Löwdin charges in e are:
1 C -0.174
2 C 0.094
3 H 0.085
4 H 0.117
5 H 0.087
6 C -0.191
7 H 0.105
8 C 0.007
9 C -0.202
10 H 0.159
11 C -0.093
12 H 0.101
13 H 0.031
14 H 0.129
15 C -0.008
16 C -0.058
17 C -0.261
18 H 0.148
19 H 0.116
20 H 0.131
21 H 0.103
22 C -0.068
23 C -0.087
24 F -0.032
25 N -0.011
26 C -0.229

Entry 3:
The molecule C4H2N2S, computed with the ωB97M-V functional and the def2-TZVPD basis.

Element x y z (Å)
H (1.53273, 1.31634, -1.19462)
C (0.25526, -1.61537, 0.51585)
C (1.16422, 0.27996, -0.74872)
N (1.44205, -1.88811, 0.38624)
C (-1.96288, -1.45166, -0.31705)
S (2.45143, -0.74158, -0.47033)
H (-1.11981, -0.13682, 1.00152)
N (-2.84915, -1.67189, -1.00113)
C (-0.96763, -1.09353, 0.59066)

Computed properties:
- ΔE to the lowest compared entry with this formula, charge and spin: 4.817 eV
- E: -661.12098 a.u.
- Gap between HOMO and LUMO: 8.2 eV
- Highest occupied orbital energy: -9.426 eV

Want to see where the charge sits? The Löwdin charges in e are:
1 H 0.008
2 C -0.229
3 C -0.311
4 N -0.230
5 C -0.268
6 S 0.886
7 H 0.105
8 N 0.152
9 C -0.113